Record 1
The following is a quantum chemistry calculation of an isolated molecule of C5H11NO at a distorted geometry, from the OMol25 dataset.

Geometry (Å):
C 0.586 0.281 -2.063
C -0.726 0.515 -1.285
C -1.650 -0.459 -0.157
N -0.696 0.511 0.084
C 0.264 0.778 1.101
C 1.074 -0.437 1.538
O 0.266 -1.395 2.186
H 1.434 0.777 -1.554
H 0.552 0.710 -3.073
H 0.860 -0.774 -2.154
H -1.455 1.138 -1.794
H -1.465 -1.494 -0.444
H -2.605 -0.318 0.396
H 0.910 1.578 0.725
H -0.292 1.156 1.967
H 1.595 -0.869 0.667
H 1.830 -0.122 2.264
H -0.481 -1.578 1.599

Cartesian forces, eV/Å:
-0.3 -0.3 0.0
-0.3 -0.1 0.0
0.0 -0.1 -0.4
0.0 0.3 0.2
0.1 0.1 0.2
0.3 0.3 -0.1
-0.2 -0.1 -0.1
-0.5 -0.1 0.0
-0.2 -0.2 0.2
-0.1 0.0 0.0
0.2 0.4 0.2
0.6 -0.1 0.3
0.1 0.0 -1.0
0.1 -0.1 0.2
0.2 0.0 0.1
-0.1 0.0 0.1
-0.1 -0.1 -0.1
0.1 -0.1 0.1

Summary:
- structure (SMILES) = C[C@H]1CN1CCO
- DFT total energy (eV) = -8897.8835
- E_LUMO (eV) = 0.98
- F_max (eV/Å) = 1.01
- HOMO-LUMO gap (eV) = 9.6
- relative energy (zero: lowest compared OMol25 entry of this formula, charge and spin) (kJ/mol) = 368.0

---

Record 2
The following is a quantum chemistry calculation of an isolated molecule of C8H10BrNO2 at a distorted geometry, from the OMol25 dataset.

Geometry (Å):
C -0.990 -1.864 0.307
C -1.307 -1.076 -0.901
C -0.529 0.213 -0.694
Br -1.570 1.503 0.309
C 0.624 0.311 -1.290
C 1.693 1.386 -1.326
C 1.345 2.538 -0.534
C 1.231 2.372 0.770
C 1.607 1.064 1.315
N 2.330 0.300 0.586
O 2.751 -0.792 0.816
O 2.860 0.818 -0.693
H 0.022 -1.610 0.427
H -0.959 -2.865 0.054
H -1.565 -1.584 1.118
H -2.364 -0.923 -0.930
H -1.114 -1.540 -1.935
H 0.794 -0.585 -1.848
H 1.990 1.461 -2.275
H 1.466 3.511 -0.958
H 1.040 3.253 1.467
H 1.247 0.637 2.206

Cartesian forces, eV/Å:
1.4 -0.2 -1.5
-0.6 0.8 -1.7
-2.6 0.2 -1.0
0.1 -0.6 -0.2
0.5 1.0 -0.6
-1.1 -2.6 3.3
0.4 1.9 0.0
0.7 1.0 1.7
-1.0 2.1 -0.6
2.0 0.5 -1.2
0.5 -2.0 0.6
-0.8 -0.6 1.2
1.5 -0.1 1.2
-0.6 -2.4 0.1
-1.1 0.2 1.7
-0.8 0.6 -0.1
0.4 0.5 1.7
0.8 -0.3 -0.4
1.0 1.1 -3.8
-0.6 0.6 -0.3
0.2 -1.5 -1.0
-0.2 -0.4 0.9

Summary:
- structure (SMILES) = CC/C(Br)=C/[C@H]1C=CC=[N+]([O-])O1
- DFT total energy (eV) = -84079.3886
- E_LUMO (eV) = 0.42
- F_max (eV/Å) = 4.32
- HOMO-LUMO gap (eV) = 9.0
- relative energy (zero: lowest compared OMol25 entry of this formula, charge and spin) (kJ/mol) = 387.5

---

Record 3
The following is a quantum chemistry calculation of a cluster of 2 separate species, C5H7N in total, from the OMol25 dataset.

Geometry (Å):
C -0.724 0.793 1.111
C -1.096 0.813 -0.163
C 0.110 0.629 -1.063
C 1.101 -0.333 -0.378
N 1.110 -0.682 0.853
C 0.410 0.332 1.600
H -2.113 0.715 -0.540
H 0.627 1.557 -1.343
H -0.185 0.147 -2.006
H 1.934 -0.714 -0.962
H 1.099 0.770 2.315
H -1.486 -2.075 0.215
H -0.757 -2.165 0.313

Cartesian forces, eV/Å:
0.0 -0.1 -0.3
0.1 -0.1 0.2
0.1 0.0 0.0
0.1 0.1 0.2
0.4 0.4 -0.4
0.1 0.2 0.1
0.2 0.0 0.1
0.0 -0.2 0.0
0.0 0.1 0.1
-0.3 -0.3 -0.4
-0.5 0.0 0.3
-0.1 -0.1 0.0
-0.1 -0.1 0.0

Summary:
- structure (SMILES) = C1=CCC=NC=1.[H][H]
- DFT total energy (eV) = -6783.7626
- E_LUMO (spin up / spin down) (eV) = 0.10 / 0.10
- F_max (eV/Å) = 0.71
- HOMO-LUMO gap (spin up / spin down) (eV) = 8.8 / 8.8
- relative energy (zero: lowest compared OMol25 entry of this formula, charge and spin) (kJ/mol) = 458.3

---

Record 4
The following is a quantum chemistry calculation of a structure of composition C44H35Cl5INO4P2S2Ti at a distorted geometry, from the OMol25 dataset.

Geometry (Å):
Ti 0.815 0.071 0.176
C -4.804 -4.660 3.089
S -6.016 -4.049 1.888
C -5.888 -2.246 2.150
C -4.942 -1.541 1.185
C -3.503 -2.036 1.351
N -2.480 -1.214 0.712
P -1.438 -0.077 1.645
C -2.873 0.803 2.395
C -3.545 0.353 3.526
C -4.661 1.033 3.998
C -5.110 2.177 3.355
C -4.428 2.647 2.240
C -3.319 1.965 1.768
C -0.923 -1.232 2.997
C -0.679 -2.565 2.681
C -0.152 -3.436 3.623
C 0.149 -2.981 4.897
C -0.110 -1.659 5.231
C -0.647 -0.794 4.292
P -1.877 -1.419 -0.867
C -2.606 -3.080 -1.271
C -1.917 -4.221 -0.856
C -2.482 -5.484 -0.973
C -3.752 -5.629 -1.508
C -4.442 -4.507 -1.940
C -3.875 -3.246 -1.828
C -2.995 -0.434 -1.954
C -2.738 -0.480 -3.323
C -3.524 0.241 -4.209
C -4.567 1.023 -3.731
C -4.819 1.081 -2.368
C -4.033 0.356 -1.482
H -4.834 -5.747 3.035
H -5.080 -4.342 4.093
H -3.802 -4.312 2.845
H -5.570 -2.094 3.184
H -6.902 -1.862 2.045
H -4.990 -0.468 1.386
H -5.276 -1.713 0.159
H -3.460 -3.062 0.982
H -3.272 -2.075 2.417
H -3.198 -0.526 4.051
H -5.177 0.666 4.877
H -5.975 2.707 3.732
H -4.754 3.554 1.746
H -2.773 2.338 0.909
H -0.886 -2.926 1.681
H 0.035 -4.468 3.351
H 0.596 -3.650 5.622
H 0.129 -1.290 6.221
H -0.820 0.244 4.543
H -0.939 -4.122 -0.410
H -1.930 -6.352 -0.632
H -4.207 -6.609 -1.579
H -5.439 -4.607 -2.351
H -4.431 -2.387 -2.176
H -1.918 -1.090 -3.692
H -3.316 0.205 -5.271
H -5.176 1.594 -4.422
H -5.629 1.695 -1.991
H -4.219 0.409 -0.417
I 3.870 0.789 0.394
C 3.828 -0.997 1.527
C 4.788 -1.172 2.480
C 4.900 -2.420 3.125
C 4.131 -3.469 2.713
C 3.155 -3.299 1.701
C 2.456 -4.407 1.170
C 1.548 -4.218 0.168
C 1.201 -2.913 -0.232
C 1.783 -1.774 0.288
C 2.893 -2.003 1.169
H 5.466 -0.367 2.728
H 5.637 -2.548 3.909
H 4.270 -4.455 3.141
H 2.690 -5.398 1.543
H 1.069 -5.075 -0.296
H 0.449 -2.803 -1.005
O 1.877 2.458 2.999
S 1.010 1.624 2.227
O -0.399 1.684 2.716
O 0.995 1.960 0.759
O 1.396 0.178 2.201
Cl -1.000 1.929 -1.263
C 0.120 1.238 -2.392
C 1.008 0.277 -1.884
C 1.906 -0.208 -2.863
Cl 3.127 -1.367 -2.460
C 1.875 0.190 -4.202
Cl 2.978 -0.475 -5.350
C 0.950 1.135 -4.632
Cl 0.899 1.629 -6.281
C 0.066 1.673 -3.708
Cl -1.068 2.874 -4.199

Cartesian forces, eV/Å:
-0.6 0.1 -0.2
-0.1 0.1 -0.2
0.0 0.0 0.1
0.1 -0.3 -0.1
0.0 -0.1 0.1
-0.3 0.3 0.0
0.8 0.3 0.2
-1.3 -1.4 0.4
0.3 0.4 -0.1
0.1 0.0 0.0
0.0 0.0 0.0
0.0 0.0 0.0
0.0 0.0 -0.1
0.1 -0.1 0.0
0.1 0.1 0.0
0.0 0.0 0.0
0.0 0.0 0.0
0.0 0.0 0.0
0.0 0.0 0.0
0.0 0.1 -0.1
-0.9 -0.1 0.0
0.2 0.0 0.1
0.0 0.0 0.0
0.0 0.0 0.0
0.0 0.0 0.0
0.0 0.0 0.0
0.1 0.0 -0.1
0.2 -0.1 0.0
0.0 0.0 0.1
0.0 0.0 -0.1
0.0 0.0 0.0
0.0 0.0 0.0
0.0 0.0 0.0
0.0 0.0 0.0
0.0 0.0 0.0
0.0 -0.1 0.1
-0.1 0.1 0.0
0.0 0.1 0.0
0.0 0.0 0.0
0.0 0.1 0.0
0.1 0.0 0.0
0.0 0.0 0.0
0.0 0.0 0.0
0.0 0.0 0.0
0.0 0.0 0.0
0.0 0.0 0.0
0.0 0.1 0.0
0.0 0.0 0.0
0.0 0.0 0.0
0.0 0.0 0.0
0.0 0.0 0.0
0.1 0.0 0.0
0.0 0.0 0.0
0.0 0.0 0.0
0.0 0.0 0.0
0.0 0.0 0.0
0.0 0.0 0.0
0.0 0.0 0.0
0.0 0.0 0.0
0.0 0.0 0.0
0.0 0.0 0.0
0.0 0.0 -0.1
0.4 -0.5 0.1
0.2 0.3 -0.2
-0.1 0.0 -0.1
0.0 -0.1 0.0
0.1 0.0 0.0
0.0 0.2 0.0
-0.1 -0.1 0.0
0.1 -0.1 0.1
0.0 0.2 -0.1
0.8 -1.0 0.3
0.0 -0.3 0.0
0.0 0.0 0.0
0.0 0.0 0.0
0.0 0.0 0.0
0.0 0.0 0.0
0.0 0.0 0.0
0.0 0.0 0.0
0.3 0.0 -0.2
-0.7 1.1 2.1
0.3 0.0 0.0
0.0 0.5 0.0
0.1 -0.2 0.0
-0.3 0.2 0.0
0.4 -0.4 0.1
0.5 0.3 -2.5
-0.4 0.1 0.2
0.1 -0.1 0.1
0.0 0.0 0.0
0.0 0.0 -0.1
0.0 -0.1 0.1
0.0 0.0 -0.1
-0.1 0.1 -0.1
-0.1 0.1 0.0

Summary:
- total charge = -1
- DFT total energy (eV) = -189956.8777
- E_LUMO (spin up / spin down) (eV) = 2.20 / 2.20
- F_max (eV/Å) = 2.51
- multiplicity = 2
- HOMO-LUMO gap (spin up / spin down) (eV) = 6.8 / 7.5
- ⟨S²⟩ = 0.758

---

Record 5
The following is a quantum chemistry calculation of an isolated molecule of C24H27N3O3 at a distorted geometry, from the OMol25 dataset.

Geometry (Å):
C 2.234 4.207 7.535
C 1.749 3.713 6.219
C 1.056 4.329 5.221
C 0.874 3.356 4.207
C 1.467 2.215 4.659
C 1.618 0.866 4.041
N 2.956 0.684 3.490
C 3.266 -0.685 3.141
C 2.563 -1.173 1.864
C 2.913 -0.224 0.715
O 2.418 -0.633 -0.553
C 1.105 -0.713 -0.883
C 0.001 -0.436 -0.081
C -1.277 -0.573 -0.590
C -1.499 -0.968 -1.903
C -2.907 -1.103 -2.367
O -3.827 -1.354 -1.609
N -3.100 -0.869 -3.687
C -4.351 -1.158 -4.337
C -4.148 -2.039 -5.542
C -5.222 -2.677 -6.157
C -4.979 -3.462 -7.269
C -3.676 -3.585 -7.732
C -2.679 -2.907 -7.053
N -2.905 -2.154 -5.990
C -0.396 -1.263 -2.703
C 0.878 -1.138 -2.198
C 2.591 1.229 1.077
C 3.285 1.581 2.402
O 1.999 2.430 5.882
H 1.790 3.630 8.345
H 3.316 4.103 7.604
H 1.967 5.253 7.655
H 0.716 5.344 5.206
H 0.364 3.490 3.274
H 1.487 0.109 4.819
H 0.816 0.742 3.296
H 4.350 -0.743 2.995
H 3.003 -1.331 3.981
H 2.898 -2.182 1.616
H 1.487 -1.214 2.031
H 4.000 -0.289 0.558
H 0.107 -0.119 0.942
H -2.133 -0.369 0.035
H -2.313 -0.780 -4.312
H -5.003 -1.642 -3.602
H -4.838 -0.225 -4.658
H -6.220 -2.558 -5.764
H -5.790 -3.974 -7.767
H -3.444 -4.190 -8.594
H -1.645 -2.964 -7.368
H -0.525 -1.622 -3.713
H 1.740 -1.370 -2.805
H 2.950 1.888 0.284
H 1.518 1.383 1.174
H 4.370 1.536 2.264
H 3.021 2.598 2.701

Cartesian forces, eV/Å:
0.0 -0.4 -0.2
-0.3 0.9 -0.1
0.3 -0.1 0.5
0.2 -0.6 0.1
-0.6 0.2 -0.8
0.2 0.2 0.2
0.0 0.0 0.2
-0.1 -0.2 -0.1
0.2 0.1 -0.1
0.0 0.2 0.5
-0.1 -0.1 -0.2
-0.1 -0.1 -0.3
0.2 0.1 0.2
-0.2 -0.1 -0.3
0.2 -0.1 0.3
0.0 0.2 -0.1
-0.1 -0.1 0.2
0.0 0.0 -0.4
-0.2 0.1 0.2
-0.1 -0.1 -0.1
0.1 0.0 -0.1
0.0 0.1 0.1
0.0 0.0 0.1
0.0 -0.2 -0.3
0.1 0.3 0.3
-0.1 0.1 0.1
0.2 0.1 0.1
0.2 -0.2 0.0
0.0 0.1 -0.2
0.2 -0.2 0.3
0.0 0.0 0.1
0.1 0.0 0.1
0.0 0.0 0.0
0.0 0.2 0.1
-0.1 -0.1 -0.2
-0.1 0.0 -0.1
0.0 0.0 0.1
0.0 -0.1 0.0
0.1 0.0 0.0
0.0 0.0 0.0
0.0 0.0 0.0
-0.2 0.0 0.1
0.1 0.0 0.1
-0.1 0.0 0.1
0.0 0.0 0.2
0.0 0.1 -0.1
0.0 -0.2 0.1
-0.1 0.0 0.1
-0.1 0.0 0.0
0.0 0.0 -0.1
0.0 -0.1 -0.1
0.0 0.0 -0.1
0.1 0.0 -0.1
0.0 0.0 0.0
-0.1 0.0 0.0
0.0 0.1 0.0
0.1 0.0 -0.1

Summary:
- structure (SMILES) = Cc1ccc(CN2CCC(Oc3ccc(C(=O)NCc4ccccn4)cc3)CC2)o1
- DFT total energy (eV) = -35939.0150
- E_LUMO (eV) = 0.82
- F_max (eV/Å) = 1.02
- HOMO-LUMO gap (eV) = 9.1
- relative energy (zero: lowest compared OMol25 entry of this formula, charge and spin) (kJ/mol) = 197.7

---

Record 6
The following is a quantum chemistry calculation of an isolated molecule of C20H27ClFN3O2, from the OMol25 dataset.

Geometry (Å):
C 2.261 2.354 -0.740
C 1.347 1.395 -1.495
C 0.956 1.944 -2.865
C 0.084 0.922 -3.584
C 0.815 -0.413 -3.684
N 1.150 -0.911 -2.356
C 1.749 -2.243 -2.410
C 1.508 -3.048 -1.131
C 0.035 -3.410 -0.959
N -0.758 -2.218 -0.761
C -1.779 -2.172 0.108
O -2.151 -3.124 0.761
C -2.445 -0.786 0.199
C -3.635 -0.822 1.150
C -3.160 -0.180 2.435
O -3.780 -0.129 3.468
N -1.913 0.354 2.213
C -1.117 1.016 3.146
C -1.377 0.929 4.516
C -0.568 1.580 5.424
C 0.516 2.320 4.985
F 1.301 2.944 5.883
C 0.789 2.419 3.629
Cl 2.138 3.344 3.069
C -0.025 1.773 2.715
C -1.491 0.239 0.831
C 2.023 0.034 -1.672
H 1.772 3.315 -0.600
H 2.521 1.956 0.238
H 3.182 2.520 -1.296
H 0.430 1.246 -0.918
H 0.421 2.889 -2.754
H 1.858 2.136 -3.452
H -0.167 1.270 -4.587
H -0.846 0.780 -3.029
H 0.170 -1.149 -4.172
H 1.720 -0.287 -4.303
H 1.296 -2.786 -3.244
H 2.832 -2.178 -2.607
H 1.848 -2.489 -0.259
H 2.092 -3.968 -1.188
H -0.318 -3.948 -1.848
H -0.115 -4.056 -0.090
H -0.436 -1.418 -1.304
H -2.728 -0.485 -0.811
H -4.504 -0.281 0.776
H -3.933 -1.852 1.360
H -2.221 0.358 4.863
H -0.763 1.517 6.482
H 0.209 1.885 1.670
H -1.579 1.213 0.333
H -0.451 -0.097 0.787
H 2.275 -0.376 -0.691
H 2.966 0.171 -2.231

Cartesian forces, eV/Å:
-0.2 -0.2 -0.1
0.4 0.1 -0.1
-0.3 -0.2 0.2
0.3 0.0 -0.2
-0.3 0.1 -0.1
0.1 0.1 -0.2
0.2 -0.2 0.2
-0.2 0.0 -0.3
0.1 -0.2 0.2
0.2 -0.1 -0.2
-0.2 0.5 -0.2
-0.2 -0.3 0.3
-0.1 -0.3 0.2
-0.1 -0.2 -0.1
-0.2 -0.1 -0.2
-0.2 0.0 0.3
0.1 -0.2 -0.3
0.3 0.3 0.4
-0.1 -0.1 0.0
0.3 0.2 -0.1
0.0 0.0 -0.1
-0.1 -0.1 -0.2
0.0 0.0 0.3
0.0 0.0 0.1
-0.2 -0.1 0.1
0.1 0.2 -0.2
-0.2 0.2 0.3
0.0 0.1 0.1
0.1 0.0 0.1
0.1 0.0 -0.1
0.0 0.0 0.0
0.0 0.1 0.0
0.1 0.1 0.0
-0.1 0.0 0.0
-0.1 0.0 0.0
0.1 0.0 0.0
0.0 0.0 0.0
0.0 0.0 0.0
-0.1 0.0 -0.1
0.1 0.0 0.1
0.1 0.0 0.0
0.0 -0.1 0.1
0.0 0.0 -0.2
-0.2 0.1 0.2
0.1 0.0 0.1
0.0 0.1 0.0
0.0 0.1 0.0
0.0 0.0 0.0
0.0 0.0 0.1
0.0 0.0 -0.2
0.1 -0.1 0.0
0.0 0.1 -0.1
0.1 0.0 0.0
0.0 0.0 0.0

Summary:
- structure (SMILES) = C[C@H]1CCCN(CCCNC(=O)[C@H]2CC(=O)N(c3ccc(F)c(Cl)c3)C2)C1
- DFT total energy (eV) = -44985.2795
- E_LUMO (eV) = 0.52
- F_max (eV/Å) = 0.62
- HOMO-LUMO gap (eV) = 9.0
- relative energy (zero: lowest compared OMol25 entry of this formula, charge and spin) (kJ/mol) = 59.8

---

Record 7
The following is a quantum chemistry calculation of a cluster of 2 separate species, C2H3NO3 in total at a distorted geometry, from the OMol25 dataset.

Geometry (Å):
C 0.405 0.285 1.835
C -0.077 -0.053 -0.392
N 0.746 0.456 2.925
O -1.374 0.456 -0.407
O -0.060 -1.467 -0.506
O 0.898 0.695 -0.961
H -1.805 -0.205 -0.948
H 0.885 -1.695 -0.357
H 0.383 1.528 -1.190

Cartesian forces, eV/Å:
-0.4 -0.5 -2.4
-0.7 -0.9 2.4
0.0 0.0 0.0
3.1 -0.7 -0.4
1.2 3.8 0.2
-2.7 -0.2 0.2
-1.1 -0.4 -0.2
-0.6 -0.2 -0.1
1.2 -0.9 0.3

Summary:
- DFT total energy (eV) = -9752.0406
- E_LUMO (eV) = -0.41
- F_max (eV/Å) = 3.96
- HOMO-LUMO gap (eV) = 10.0
- relative energy (zero: lowest compared OMol25 entry of this formula, charge and spin) (kJ/mol) = 390.6

---

Record 8
The following is a quantum chemistry calculation of an isolated molecule of C3H7NS at a distorted geometry, from the OMol25 dataset.

Geometry (Å):
H 0.299 -1.824 0.000
N 1.019 -1.228 -0.127
C 0.818 -0.031 -0.220
C 1.827 1.051 -0.015
S -1.152 0.958 -0.205
C -2.151 -0.528 0.013
H 2.555 0.776 0.665
H 1.343 1.890 0.541
H 2.408 1.482 -0.871
H -3.151 -0.168 0.006
H -1.776 -1.070 0.995
H -2.039 -1.307 -0.782

Cartesian forces, eV/Å:
-3.1 -2.4 0.0
2.8 1.2 -0.2
-1.9 2.8 0.5
-0.8 2.4 -0.9
2.6 -1.7 -0.3
2.2 -1.9 1.1
1.6 -1.3 1.3
0.1 -0.4 -0.9
-1.1 -0.6 0.3
-0.9 -0.1 0.5
-1.4 1.2 -1.7
0.0 0.9 0.3

Summary:
- structure (SMILES) = [H]/N=C(/C)SC
- DFT total energy (eV) = -15548.0388
- E_LUMO (eV) = 0.75
- F_max (eV/Å) = 3.94
- HOMO-LUMO gap (eV) = 9.4
- relative energy (zero: lowest compared OMol25 entry of this formula, charge and spin) (kJ/mol) = 155.0